1.
61
Properties=species:S:1:pos:R:3:forces:R:3 method="wB97M-V/def2-TZVPD" e_above_lowest_kj_mol=116.0 orbital_gap_ev=5.1349 lumo_ev=1.87 charge=-1 homo_ev=-3.27 e_tot_ev=-62497.438
O -0.294434 -0.671869 -2.288358 0.328 0.709 -4.084
C -0.162626 0.474881 -3.274220 -0.055 0.312 0.499
C -0.130099 -0.409222 -4.496187 -0.048 -0.035 0.260
H 0.770248 1.018861 -3.104388 -0.437 -0.001 0.157
H -1.048477 1.120813 -3.244746 0.345 -0.063 0.360
C -0.156306 -1.575935 -3.508387 0.064 -0.629 -0.178
H 0.759290 -0.337527 -5.117724 0.102 -0.016 0.150
H -1.005985 -0.318258 -5.137722 -0.048 -0.146 0.131
C 1.144970 -2.357674 -3.480363 -0.171 -0.147 0.259
H 2.001136 -1.689038 -3.285209 -0.327 -0.358 -0.022
H 1.261887 -2.817092 -4.473020 0.069 0.110 0.228
H 1.092419 -3.165903 -2.729230 0.204 0.459 -0.211
C -1.372337 -2.453761 -3.677901 0.027 -0.181 0.454
H -2.289746 -1.863972 -3.568158 0.144 -0.173 -0.033
H -1.358901 -3.270751 -2.946655 -0.156 0.165 -0.044
H -1.340926 -2.895436 -4.677576 -0.042 0.050 0.046
Ca -0.398461 -0.911292 -0.186182 0.080 -0.687 3.990
C -2.488618 -1.160310 2.772598 -0.210 0.383 -0.500
C -2.300912 0.240190 2.650296 -0.372 -0.448 -0.626
C -2.475450 0.591717 1.286939 -0.030 -0.097 0.199
H -2.114193 0.926877 3.472910 0.155 -0.206 -0.289
C -2.807600 -0.601415 0.562672 0.062 -0.084 0.082
C -2.779917 -1.687137 1.491748 -0.293 0.474 0.134
H -3.002729 -2.727988 1.260354 0.073 0.304 0.044
H -2.417220 -1.723371 3.702753 0.111 0.143 -0.337
H -2.464322 1.606413 0.884930 -0.054 -0.237 0.076
H -3.106789 -0.656353 -0.490378 -0.124 0.031 0.255
C 0.570841 -2.447635 2.188965 -0.070 -0.649 -0.310
C -0.146683 -3.378982 1.397195 0.611 0.228 -0.330
C 0.468661 -3.442364 0.114236 0.048 0.153 -0.028
H -0.985543 -3.985694 1.729413 0.137 0.279 -0.134
C 1.591285 -2.551594 0.129035 0.023 -0.128 -0.078
C 1.639299 -1.942763 1.410588 -0.087 -0.570 -0.173
H 2.429444 -1.296334 1.775771 -0.225 0.073 -0.124
H 0.363635 -2.148622 3.225099 0.002 -0.204 -0.901
H 0.210881 -4.122812 -0.698341 0.007 0.110 0.181
H 2.316802 -2.420729 -0.673928 -0.093 -0.079 0.199
O 1.606983 2.982678 -2.604578 -0.823 -0.110 1.194
C 1.589027 2.517735 -1.210288 0.081 0.404 0.269
C 0.116216 2.540856 -0.767480 0.089 -0.048 -0.689
H 2.131634 3.240711 -0.556784 -0.086 -0.415 -0.518
H 2.086314 1.534338 -1.110697 -0.211 0.491 -0.356
C -0.387300 3.807942 -1.492633 0.307 0.043 0.179
H -0.024890 2.584037 0.313585 0.176 -0.052 -0.127
H -0.433587 1.659299 -1.145857 0.208 0.364 0.196
C 0.612535 4.042257 -2.649956 0.436 -0.036 0.019
H -0.303051 4.660287 -0.813087 -0.297 -0.120 -0.013
H -1.420658 3.712080 -1.830054 0.096 0.076 0.035
H 1.163556 4.991864 -2.487903 -0.424 -0.319 -0.266
H 0.107948 4.059746 -3.637290 0.536 -0.133 0.420
F -0.467034 -0.731675 6.010637 0.118 -0.378 0.606
C 0.401371 0.023130 5.290546 1.724 1.850 -0.581
C 0.575581 -0.179821 3.960505 -1.109 0.288 -0.248
C 1.160368 0.753546 3.181023 0.432 0.761 2.214
F 0.962298 0.797524 1.800317 0.370 0.012 -0.586
C 1.854988 1.831666 3.756551 -0.832 -0.915 -0.478
F 2.531843 2.705596 2.977277 0.231 0.593 0.049
C 1.783093 2.010508 5.141675 -0.009 -0.411 -0.447
F 2.367111 3.094052 5.708900 0.047 -0.113 0.034
C 1.062805 1.106272 5.921267 -0.880 -1.063 -0.681
F 0.950322 1.307429 7.247521 0.069 0.388 0.474

---

2.
90
Properties=species:S:1:pos:R:3:forces:R:3 method="wB97M-V/def2-TZVPD" e_above_lowest_kj_mol=261.6 orbital_gap_ev=7.0206 lumo_ev=1.65 charge=-1 homo_ev=-5.37 e_tot_ev=-126109.800
Ti -0.850711 0.939073 0.233431 -0.628 -0.202 -1.142
C -2.286272 -1.997623 0.715609 -0.002 -0.065 -0.005
N -2.460114 -0.571433 0.461990 0.292 0.163 0.014
C -3.676362 -0.122703 0.443081 -0.044 0.026 0.079
C -3.919298 1.259579 0.381556 0.024 -0.044 0.017
C -5.098387 2.019976 0.339896 0.016 -0.004 -0.018
C -4.686355 3.346660 0.329920 -0.032 0.014 -0.011
C -3.279041 3.323769 0.368854 0.013 0.011 -0.098
N -2.818960 2.077588 0.403818 0.169 -0.170 0.153
C -2.632692 -2.888343 -0.462750 0.043 0.129 -0.074
C -2.504999 -2.430575 -1.773877 -0.132 -0.036 0.041
C -2.730266 -3.286417 -2.842826 -0.012 -0.019 -0.011
C -3.108860 -4.601553 -2.616337 0.008 0.022 -0.033
C -3.267126 -5.055661 -1.315020 0.002 -0.004 0.051
C -3.029093 -4.203622 -0.246338 0.055 -0.049 0.023
H -2.861673 -2.300693 1.596002 -0.094 0.008 -0.052
H -1.242314 -2.147913 1.003671 -0.003 -0.037 0.045
H -4.513787 -0.819445 0.513274 0.004 0.010 0.013
H -6.106271 1.635799 0.308525 -0.004 0.012 0.001
H -5.307053 4.228143 0.295435 -0.004 -0.007 0.006
H -2.611146 4.173281 0.356807 -0.001 -0.016 0.014
H -2.238557 -1.398355 -1.965759 0.006 0.009 -0.003
H -2.599692 -2.922050 -3.853551 0.002 0.004 0.000
H -3.281113 -5.268470 -3.451156 0.001 0.003 0.000
H -3.575314 -6.077135 -1.130058 0.003 -0.002 0.002
H -3.144563 -4.563703 0.770303 -0.002 -0.009 0.000
C 3.126202 -1.267705 0.424258 0.166 0.029 -0.222
Si 1.961494 -1.334782 1.886690 -0.158 -0.042 0.192
C 3.210156 -0.920633 3.255187 -0.037 -0.016 -0.075
C 1.508665 -3.171484 1.905964 0.004 -0.091 0.023
N 0.511460 -0.344943 1.907023 0.194 0.152 0.022
C -0.124293 -0.424135 3.134494 -0.066 -0.103 0.067
C 0.148179 -1.312740 4.204800 0.010 -0.015 0.126
C -0.535654 -1.280026 5.411134 -0.073 0.074 0.025
C -1.559667 -0.372527 5.648711 0.057 -0.053 -0.036
C -1.904893 0.488120 4.614948 0.034 -0.049 -0.029
C -1.201780 0.413578 3.440045 -0.152 -0.010 -0.090
F -1.625068 1.220234 2.417932 0.190 0.301 0.317
H 3.856264 -2.028143 0.725274 0.045 0.008 -0.126
H 3.659681 -0.324354 0.325001 0.007 0.019 0.039
H 2.781491 -1.548035 -0.572566 -0.036 -0.001 0.024
H 4.084022 -1.555792 3.082622 0.033 0.047 0.022
H 2.915906 -1.046411 4.293309 -0.166 -0.002 0.023
H 3.536981 0.116438 3.130458 0.024 -0.010 0.007
H 2.413750 -3.779652 1.827542 0.003 -0.016 0.021
H 0.905769 -3.393668 1.018924 0.005 -0.003 -0.017
H 0.943410 -3.515347 2.773652 0.027 -0.007 -0.124
H 0.903475 -2.074028 4.099995 0.046 0.120 0.024
H -0.255167 -1.994946 6.175433 -0.021 0.014 0.025
H -2.087051 -0.349307 6.591814 -0.004 0.002 0.006
H -2.712557 1.205335 4.682480 -0.012 -0.013 0.046
C 1.288950 5.483397 -0.092374 0.010 0.034 -0.041
C 0.224171 5.187543 0.947263 -0.005 0.027 -0.038
S -0.069712 3.479734 1.444836 -0.134 -0.294 0.327
C 1.524610 2.943784 2.081410 0.274 0.337 -0.052
C 2.603341 2.513940 1.066470 0.149 0.066 -0.172
S 1.925128 1.708139 -0.407457 -0.065 -0.373 0.530
C 2.682922 2.451945 -1.857824 0.064 0.178 -0.013
C 2.625231 3.967910 -2.010781 -0.069 -0.035 0.011
S 0.997294 4.703857 -1.704362 0.044 0.051 -0.006
H 2.266831 5.175815 0.272641 -0.005 -0.008 -0.003
H 1.325765 6.566707 -0.228226 0.014 -0.002 0.015
H -0.748551 5.552686 0.613953 -0.013 -0.055 -0.017
H 0.464377 5.726551 1.867470 -0.010 0.045 -0.017
H 1.286943 2.100753 2.726323 -0.076 -0.098 -0.002
H 1.914401 3.743184 2.718149 0.047 -0.068 0.023
H 3.257168 1.803585 1.571907 0.082 -0.032 0.000
H 3.233661 3.348611 0.754801 -0.116 0.014 0.004
H 2.141712 1.965606 -2.668876 -0.032 -0.010 -0.013
H 3.717848 2.112274 -1.932530 0.011 0.011 0.012
H 2.910096 4.215663 -3.034135 0.007 -0.015 -0.002
H 3.346583 4.465096 -1.361717 0.003 -0.020 0.002
N 0.130230 -0.953770 -0.947447 -0.001 0.000 0.509
C 0.602298 -1.146845 -2.309563 -0.093 0.289 -0.024
C 0.603864 -0.099968 -3.217894 -0.233 0.397 0.041
C 1.117782 -0.300219 -4.495165 -0.029 -0.040 0.039
C 1.621037 -1.538870 -4.861724 0.012 0.053 -0.059
C 1.578123 -2.591468 -3.959441 0.037 -0.123 0.003
C 1.071464 -2.398278 -2.684746 0.056 -0.001 -0.084
S 2.378469 -1.773071 -6.477584 0.002 0.020 0.001
O 3.782701 -1.478430 -6.226350 -0.002 -0.007 -0.005
O 1.708386 -0.804267 -7.331395 -0.003 -0.009 0.003
O 2.107427 -3.165671 -6.800861 0.002 0.014 0.004
H 0.936212 -1.082192 -0.339942 -0.142 0.044 -0.078
H -0.485823 -1.729658 -0.732689 0.089 -0.065 0.011
H 0.158990 0.857630 -2.924164 0.234 -0.457 -0.140
H 1.115226 0.494356 -5.230983 0.006 0.000 0.010
H 1.942405 -3.559325 -4.279248 -0.001 -0.002 0.017
H 1.037120 -3.216129 -1.971759 0.009 -0.032 -0.003
O -0.955441 1.516179 -1.245614 0.077 0.083 -0.094